Formula: C2H7N2S
Source: OMol25
Level of theory: the ωB97M-V functional and the def2-TZVPD basis

Cartesian coordinates (Å):
C  -1.992  1.845  1.548
S  -1.213  0.216  1.198
H  -1.358  2.501  2.142
H  -2.268  2.309  0.601
H  -2.953  1.682  2.048
N  2.275  -0.114  -1.874
C  1.395  -0.773  -1.052
N  1.013  -1.940  -1.318
H  2.463  -0.425  -2.816
H  2.562  0.832  -1.719
H  1.000  -0.096  -0.283
H  0.283  -2.301  -0.726

Atoms 1-6, force components in eV/Å:
C -0.4347 -0.7347 -0.3952
S 0.1170 0.1613 0.1307
H -0.0212 0.1150 0.0105
H 0.2334 0.3556 -0.0350
H 0.1459 0.1319 0.3049
N 0.8996 0.1357 -0.7428

Values from the calculation:
ΔE to the lowest compared entry with this formula, charge and spin (kJ/mol): 53.67
Net charge: -1
M (Da): 91.16
Orbital gap (eV): 6.3
HOMO level (eV): -2.27